The following is a quantum chemistry calculation of a cluster of 24 separate species, C6H58O25S2 in total at a distorted geometry, from the Open Molecules 2025 dataset.

Cartesian coordinates (Å):
C (-3.036, 1.850, 1.846)
C (-2.689, 1.793, 0.234)
C (-1.136, 2.307, -0.095)
C (-0.556, 1.407, -1.338)
C (0.762, 0.499, -0.984)
S (0.475, -0.788, 0.372)
S (0.601, 0.082, 2.308)
C (-1.293, -1.484, 0.222)
O (-2.038, -1.574, 1.328)
O (-1.887, -1.886, -1.067)
H (-2.308, 1.185, 2.491)
H (-3.031, 2.982, 2.162)
H (-4.128, 1.436, 2.067)
H (-3.450, 2.541, -0.299)
H (-2.922, 0.732, -0.241)
H (-1.260, 3.437, -0.456)
H (-0.452, 2.347, 0.853)
H (-1.444, 0.802, -1.843)
H (-0.207, 2.185, -2.174)
H (1.005, -0.130, -1.969)
H (1.751, 1.140, -0.791)
H (1.414, -0.725, 3.166)
O (0.191, 1.304, 5.749)
H (0.240, 1.128, 4.797)
H (-0.512, 0.714, 6.060)
O (1.996, -3.158, -1.516)
H (2.045, -3.334, -2.468)
H (1.294, -3.748, -1.205)
O (4.574, -2.013, -3.250)
H (3.955, -1.958, -3.993)
H (4.005, -2.169, -2.481)
O (2.174, -0.153, 7.861)
H (1.897, 0.239, 8.703)
H (1.691, 0.358, 7.195)
O (-1.294, 5.198, -1.358)
H (-1.133, 5.726, -0.561)
H (-1.204, 5.834, -2.083)
O (0.305, -5.466, -1.030)
H (-0.469, -5.554, -1.607)
H (0.869, -6.213, -1.279)
O (2.379, -8.045, 0.256)
H (3.003, -7.776, -0.435)
H (2.540, -7.414, 0.974)
O (-3.153, 1.098, -3.269)
H (-3.391, 1.154, -4.207)
H (-3.648, 0.329, -2.948)
O (2.721, -5.084, 1.841)
H (2.445, -4.692, 2.683)
H (2.238, -4.573, 1.174)
O (5.252, -3.485, 1.449)
H (5.301, -3.661, 0.498)
H (4.549, -4.075, 1.761)
O (-1.979, 0.393, -5.763)
H (-1.859, 0.130, -6.688)
H (-1.094, 0.302, -5.378)
O (3.037, 2.409, -1.697)
H (3.157, 2.146, -2.622)
H (3.922, 2.318, -1.312)
O (4.157, 5.085, -3.340)
H (3.524, 5.423, -3.992)
H (3.615, 4.543, -2.748)
O (1.954, -2.926, 4.678)
H (1.296, -2.221, 4.768)
H (2.638, -2.692, 5.323)
O (2.790, 3.109, 5.893)
H (2.423, 3.526, 6.687)
H (2.161, 2.401, 5.689)
O (-4.648, -0.745, -4.602)
H (-3.703, -0.891, -4.760)
H (-5.053, -1.602, -4.803)
O (-1.997, 7.982, -3.099)
H (-2.274, 8.374, -2.258)
H (-2.480, 8.493, -3.766)
O (1.165, -1.480, -3.901)
H (0.545, -1.425, -4.644)
H (0.596, -1.636, -3.133)
O (1.280, 2.283, 9.030)
H (0.622, 2.989, 9.120)
H (1.964, 2.517, 9.676)
O (-0.901, -2.181, -6.076)
H (-0.852, -2.357, -7.028)
H (-1.604, -2.771, -5.765)
O (-2.575, -3.604, 3.380)
H (-1.711, -4.040, 3.329)
H (-2.502, -2.868, 2.754)
O (0.609, 4.468, 2.072)
H (0.802, 3.670, 2.587)
H (1.032, 4.303, 1.217)
O (-7.705, -1.670, -4.221)
H (-8.363, -0.965, -4.131)
H (-7.021, -1.436, -3.575)



The following is a quantum chemistry calculation of a structure of composition C6H5BrCl2S at a distorted geometry, from the Open Molecules 2025 dataset.

Cartesian coordinates (Å):
C (-0.596, -1.210, -0.056)
C (0.276, -0.741, -0.953)
C (0.228, 0.076, 1.894)
C (-0.495, -0.919, 1.362)
C (1.464, 0.036, -0.568)
C (1.025, 1.001, 1.071)
S (0.130, 2.493, 0.553)
Cl (-1.420, -1.943, 2.397)
Cl (2.551, 1.463, 1.804)
Br (2.942, -1.137, -0.173)
H (-1.414, -1.851, -0.352)
H (0.187, -1.003, -2.000)
H (0.216, 0.261, 2.957)
H (1.799, 0.810, -1.253)
H (-1.021, 1.880, 0.282)

- Energy above the lowest of the compared OMol25 structures with the same formula, charge and spin: 0.0 kcal/mol



Number 1: E_LUMO -0.0570 Eh, E_HOMO -9.5 eV. Number 2: E_LUMO -0.0143 Eh, E_HOMO -9.1 eV.